Computed, not measured: a structure of composition C52H50NOsP2Sb in a non-equilibrium geometry, with ωB97M-V/def2-TZVPD.

The geometry in XYZ format:
```
107
Properties=species:S:1:pos:R:3:forces:R:3
Os 0.9544 -0.1166 -0.8081 -1.0 0.9 -1.4
C -1.8699 0.7587 -4.7661 0.1 0.0 0.0
C -1.8439 0.5600 -3.2360 -0.1 -0.1 0.1
C -2.8080 1.5134 -2.5452 0.0 0.1 -0.1
C -0.4230 0.7005 -2.7810 -0.5 -0.2 0.3
C 0.0297 1.7633 -1.9900 0.1 0.7 0.7
C 1.3907 1.9297 -1.6629 0.2 0.2 -0.1
C 2.3862 1.0679 -2.1955 0.1 0.7 0.0
C 3.8379 1.3995 -2.0400 0.0 -0.2 -0.1
C 1.9128 -0.0230 -2.9403 0.9 -0.1 0.3
C 0.5444 -0.2277 -3.1803 0.1 -0.9 0.4
H -2.8975 0.6743 -5.1164 0.0 0.0 0.0
H -1.2768 0.0115 -5.2947 0.0 0.0 0.0
H -1.5005 1.7482 -5.0416 0.0 0.0 0.0
H -2.1479 -0.4701 -3.0220 0.0 0.1 -0.1
H -2.6114 2.5537 -2.8171 0.0 0.0 0.0
H -2.7745 1.4117 -1.4541 0.0 0.0 0.0
H -3.8261 1.2899 -2.8601 0.0 0.0 0.0
H -0.6674 2.5004 -1.6254 0.0 0.1 -0.3
H 1.6837 2.7882 -1.0685 0.0 0.0 0.0
H 4.4733 0.5235 -2.1621 0.0 0.0 0.0
H 4.0454 1.8703 -1.0799 0.0 0.0 0.0
H 4.1114 2.1160 -2.8191 0.0 0.0 0.0
H 2.6454 -0.7214 -3.3314 -0.1 -0.1 0.0
H 0.2374 -1.0964 -3.7534 0.0 -0.1 0.1
N 0.6610 -3.0191 -0.1919 0.0 -0.2 0.2
P -0.4549 -1.7967 0.1449 -0.2 -0.2 -0.7
C -1.0505 -2.1193 1.7882 -0.2 0.1 0.2
C -1.8561 -3.2615 1.9145 -0.1 0.1 0.1
C -2.2954 -3.6490 3.1694 0.0 0.0 0.0
C -1.9441 -2.9060 4.2930 0.0 0.0 0.0
C -1.1474 -1.7768 4.1674 0.0 0.0 0.0
C -0.6965 -1.3819 2.9146 0.1 -0.2 0.1
C -1.8584 -2.0168 -0.9555 -0.1 -0.1 0.0
C -1.7501 -2.7959 -2.1071 -0.1 -0.1 0.0
C -2.8578 -2.9848 -2.9250 0.0 0.0 0.0
C -4.0699 -2.3858 -2.6026 0.0 0.0 0.0
C -4.1751 -1.5874 -1.4689 0.1 0.0 0.0
C -3.0728 -1.4028 -0.6460 -0.1 0.0 0.1
P 2.0266 -2.2063 -0.6945 -0.1 -0.3 0.1
C 3.2682 -2.0390 0.5492 0.3 0.1 0.2
C 3.8351 -3.1741 1.1366 -0.1 0.0 0.1
C 4.8581 -3.0263 2.0542 0.1 0.1 0.0
C 5.3390 -1.7530 2.3667 0.0 -0.1 0.0
C 4.7956 -0.6239 1.7731 -0.1 0.0 -0.1
C 3.7561 -0.7684 0.8618 0.1 0.0 0.0
C 2.7226 -3.1356 -2.0257 -0.2 -0.1 -0.2
C 1.9998 -4.1694 -2.6348 0.0 0.1 0.1
C 2.6181 -4.9707 -3.5794 -0.2 0.0 0.0
C 3.9329 -4.7365 -3.9295 0.4 0.1 -0.1
C 4.6523 -3.6951 -3.3432 0.0 -0.1 -0.1
C 4.0487 -2.8939 -2.3944 0.2 0.1 0.0
H 0.6449 -3.9623 0.1830 -0.1 0.0 0.0
H -2.1559 -3.8368 1.0460 0.0 0.0 0.0
H -2.9180 -4.5276 3.2733 0.0 0.0 0.0
H -2.2931 -3.2170 5.2692 0.0 0.0 0.0
H -0.8678 -1.2081 5.0450 0.0 0.0 0.0
H -0.0543 -0.5214 2.8334 0.1 0.0 0.0
H -0.8171 -3.2863 -2.3497 0.0 0.0 0.0
H -2.7822 -3.6138 -3.8023 0.0 0.0 0.0
H -4.9392 -2.5560 -3.2243 0.0 0.0 0.0
H -5.1239 -1.1350 -1.2116 0.0 0.0 0.0
H -3.1832 -0.8170 0.2625 0.0 0.0 0.0
H 3.4868 -4.1684 0.8802 0.0 0.0 0.0
H 5.3001 -3.8997 2.5143 0.0 0.0 0.0
H 6.1551 -1.6489 3.0699 0.0 0.0 0.0
H 5.1960 0.3558 2.0002 0.0 0.0 0.0
H 3.3655 0.1171 0.3583 0.1 -0.1 0.0
H 0.9713 -4.3663 -2.3640 0.0 0.0 0.1
H 2.0771 -5.7843 -4.0417 0.0 0.0 0.0
H 4.4032 -5.3737 -4.6664 0.1 0.0 0.0
H 5.6830 -3.5228 -3.6221 0.0 0.0 0.0
H 4.6131 -2.0969 -1.9218 0.1 -0.1 0.1
C -5.2975 1.9959 3.5216 0.1 0.0 -0.1
C -4.9226 3.1325 2.8060 -0.1 -0.1 0.1
C -3.7726 3.1267 2.0394 0.2 -0.2 0.0
C -2.9692 1.9693 2.0537 -0.9 -0.4 0.0
C -3.3521 0.8098 2.7519 0.1 0.3 -0.1
C -4.5117 0.8420 3.4981 -0.2 0.1 0.1
Sb -1.1547 2.0454 1.1209 1.0 -0.2 0.3
C -0.8745 3.8925 0.2924 -0.1 0.6 -0.5
C 0.2926 4.5988 0.6213 -0.1 0.0 0.0
C 0.4450 5.8954 0.1554 0.0 0.1 0.0
C -0.5310 6.4676 -0.6558 0.0 -0.1 0.0
C -1.6785 5.7546 -1.0022 0.0 0.1 0.0
C -1.8514 4.4612 -0.5451 0.1 0.0 0.2
C 0.2760 1.9626 2.6250 0.3 -0.2 0.2
C 1.4742 1.2672 2.5098 0.0 0.2 -0.1
C 2.3796 1.2729 3.5558 0.1 0.0 0.0
C 2.0789 1.9767 4.7192 -0.1 0.0 0.0
C 0.8840 2.6754 4.8317 0.0 0.0 0.0
C -0.0342 2.6697 3.7863 0.1 -0.1 0.0
H -6.2142 2.0067 4.0968 0.0 0.0 0.0
H -5.5358 4.0230 2.8484 0.0 0.0 0.0
H -3.4851 4.0148 1.4947 0.0 0.0 0.0
H -2.7435 -0.0834 2.7347 0.0 0.0 0.0
H -4.8190 -0.0289 4.0617 0.0 0.0 0.0
H 1.0465 4.1659 1.2683 0.0 0.0 0.0
H 1.3178 6.4704 0.4354 0.0 0.0 0.0
H -0.3967 7.4764 -1.0241 0.0 0.0 0.0
H -2.4361 6.2174 -1.6209 0.0 0.0 0.0
H -2.7478 3.9140 -0.8152 0.0 0.0 0.0
H 1.7045 0.6937 1.6068 -0.1 0.0 0.0
H 3.3110 0.7272 3.4757 -0.1 0.0 0.0
H 2.7760 1.9742 5.5467 0.0 0.0 0.0
H 0.6554 3.2192 5.7389 0.0 0.0 0.0
H -0.9657 3.2136 3.8912 0.0 0.0 0.0
```
Forces are in eV/Å.

Kohn-Sham gap (alpha / beta) ... 5.30 / 5.09 eV
Max |F| ... 1.95 eV Å⁻¹
HOMO level (alpha / beta) ... -18.7821 / -18.8078 eV
Total charge ... +4

Results of the Löwdin charge analysis, in e, for atoms 1 through 2:
1. Os 0.9902
2. C 0.0016